# NO3S2

A gas-phase ion, NO3S2 (charge -1) in a non-equilibrium geometry (the ωB97M-V functional and the def2-TZVPD basis, the Open Molecules 2025 dataset).

Computed properties:
E_HOMO = -4.9 eV
SMILES string = N#S([O-])=S(=O)=O
E_LUMO = 0.12062 Ha
Net charge = -1
HOMO-LUMO gap = 8.2 eV

The geometry in XYZ format:
```
6
NO3S2 | the Open Molecules 2025 dataset | the ωB97M-V functional and the def2-TZVPD basis
N 1.92399 -0.87805 1.12428
S 1.10597 -0.04726 0.13786
O 1.81915 0.51700 -1.08867
S -1.17239 -0.09979 0.02075
O -1.53087 0.99252 1.00937
O -1.43972 0.25096 -1.37264
```